1.
Here is a structure of composition C12H23F3NO2P2Ru from the Open Molecules 2025 dataset. Energies are from the ωB97M-V functional and the def2-TZVPD basis.

Structure (XYZ):
```
44
C12H23F3NO2P2Ru | the Open Molecules 2025 dataset | the ωB97M-V functional and the def2-TZVPD basis
Ru 0.06928 0.51840 1.26707
P -2.01038 0.33219 0.77567
C -2.13496 1.05313 -0.93143
C -0.79334 1.29447 -1.54508
N 0.28724 1.09746 -0.78041
C 1.52225 1.39538 -1.23184
C 1.67339 2.07432 -2.43655
C 0.56060 2.28431 -3.24414
C -0.67097 1.82464 -2.81823
C 2.64446 1.00663 -0.31225
P 2.01406 -0.31569 0.83625
H -1.60509 1.93586 -3.36598
H 2.66551 2.41889 -2.69657
H 0.64529 2.80168 -4.18808
H 3.52101 0.64123 -0.85793
H 2.96652 1.85035 0.31642
H -2.79289 0.44463 -1.54039
H -2.64772 2.02134 -0.76909
H -0.97972 -3.35228 -3.72002
O -1.64313 -3.49648 -4.39805
H -2.46928 -3.50511 -3.90042
H -0.12994 -4.42167 2.01478
O 0.05710 -4.20219 1.09699
H 0.80540 -4.76349 0.86420
C 2.33702 -1.80385 -0.16982
H 3.31674 -1.72405 -0.66305
H 2.29879 -2.67666 0.49273
H 1.54226 -1.90428 -0.91595
C 3.24189 -0.55076 2.14824
H 3.01626 -1.50987 2.63493
H 4.25969 -0.56623 1.73646
H 3.13523 0.25551 2.88013
C -3.12021 1.49950 1.63432
H -4.10065 1.55785 1.13809
H -3.25478 1.15365 2.66668
H -2.65164 2.49078 1.63459
C -2.96423 -1.19341 0.91494
H -3.16432 -1.35059 1.98162
H -3.93096 -1.15650 0.39850
H -2.38056 -2.04527 0.55502
F -0.17477 3.14172 2.40434
C 0.19633 1.87528 2.84279
F 1.47046 2.00490 3.35531
F -0.62724 1.56430 3.89520
```

Results
HOMO-LUMO gap (spin up / spin down) (eV): 5.9743 / 2.4442
Multiplicity: 5
E_HOMO (spin up / spin down) (Eh): -0.672 / -0.665
LUMO (spin up / spin down) (eV): -12.30 / -15.65
Total charge: +3


2.
Here is the molecule C12H23N3O3 from the Open Molecules 2025 dataset. Energies are from the ωB97M-V functional and the def2-TZVPD basis.

Structure (XYZ):
```
41
C12H23N3O3 | the Open Molecules 2025 dataset | the ωB97M-V functional and the def2-TZVPD basis
C -2.82783 -2.91834 2.90449
N -1.47288 -2.40156 2.94195
C -0.71444 -2.41429 1.85011
O -0.95804 -3.08867 0.87665
C 0.64954 -1.66005 2.00417
C 1.76386 -2.71273 1.75601
N 0.83239 -0.50664 1.12655
C 0.74412 0.86136 1.44636
O 0.53671 1.25583 2.58283
C 1.05901 1.89090 0.44098
C 2.63711 2.11395 0.37857
C 2.99039 3.37868 -0.45158
C 3.12942 4.67189 0.36672
C 4.24820 3.41268 -1.34488
N 0.62321 1.60268 -0.93532
C 0.01517 2.63746 -1.57986
C -0.63904 2.15741 -2.87984
O -0.06676 3.83514 -1.25948
H -3.28074 -2.84020 1.90600
H -2.90741 -3.98319 3.05396
H -3.51938 -2.33028 3.46246
H -1.01245 -1.86029 3.68775
H 0.83690 -1.41772 3.01907
H 2.74423 -2.30375 2.00729
H 1.61245 -2.86677 0.70247
H 1.57613 -3.72161 2.16681
H 0.88958 -0.67980 0.22245
H 0.61515 2.82277 0.96166
H 2.99586 2.32153 1.36899
H 3.17468 1.24889 0.02992
H 2.33787 3.62355 -1.29044
H 2.95028 5.49391 -0.28716
H 2.23030 4.67491 1.02650
H 4.00287 4.76301 0.98778
H 5.06897 3.31707 -0.75347
H 4.18590 2.51127 -1.98722
H 4.30217 4.45186 -1.94159
H 0.76840 0.69082 -1.32862
H -0.25685 1.12373 -3.06423
H -1.72822 2.24733 -2.85652
H -0.34264 2.78497 -3.63720
```

Results
HOMO-LUMO gap (eV): 10.1741
Multiplicity: 1
E_HOMO (Eh): -0.356
LUMO (eV): 0.50


3.
Here is a cluster of 2 separate species, C12H23NO3Si in total from the Open Molecules 2025 dataset. Energies are from the ωB97M-V functional and the def2-TZVPD basis.

Structure (XYZ):
```
40
C12H23NO3Si | the Open Molecules 2025 dataset | the ωB97M-V functional and the def2-TZVPD basis
C 1.90364 -1.94198 1.46359
C 1.33714 -0.56859 1.14023
O 1.58088 -0.20877 -0.21024
C 0.43833 -0.12677 -1.02890
C 0.17025 -1.42884 -1.76657
O -0.97858 -1.22351 -2.56207
C -1.77974 -2.36570 -2.71411
C -2.46654 -2.83372 -1.41114
O -2.38446 -1.82785 -0.43023
C -3.27326 -2.02263 0.67299
Si -4.54690 -0.60736 0.63957
H 1.63688 -2.22040 2.48374
H 1.51305 -2.69952 0.78541
H 2.98957 -1.92876 1.38125
H 1.83669 0.17126 1.77113
H 0.26829 -0.53553 1.36172
H -0.46631 0.11823 -0.46754
H 0.58256 0.66595 -1.76788
H 0.01059 -2.22104 -1.02923
H 1.02802 -1.71253 -2.38469
H -1.19588 -3.18981 -3.13961
H -2.53865 -2.10354 -3.44993
H -3.51546 -3.05926 -1.63532
H -2.01910 -3.76687 -1.04657
H -2.69508 -2.01027 1.60057
H -3.75256 -3.00234 0.61401
H -3.86277 0.56007 0.05000
H -5.04771 -0.29667 1.99341
H -5.64397 -0.99141 -0.27555
C 3.37393 2.91026 0.97797
C 3.76623 4.02598 1.70001
C 3.06814 5.21012 1.51481
N 2.03995 5.33739 0.67949
C 1.67718 4.25555 -0.00710
C 2.30514 3.02339 0.10434
H 3.89206 1.96597 1.09076
H 4.59628 3.98354 2.39214
H 3.34453 6.10498 2.06205
H 0.83684 4.38628 -0.68056
H 1.97079 2.17472 -0.47197
```

Results
HOMO-LUMO gap (eV): 10.2839
Multiplicity: 1
E_HOMO (Eh): -0.350
LUMO (eV): 0.76


4.
Here is a structure of composition C12H24AlBr2CaClFI2Na2NbO15P2 from the Open Molecules 2025 dataset. Energies are from the ωB97M-V functional and the def2-TZVPD basis.

Structure (XYZ):
```
64
C12H24AlBr2CaClFI2Na2NbO15P2 | the Open Molecules 2025 dataset | the ωB97M-V functional and the def2-TZVPD basis
C 4.56721 0.78513 1.63010
C 3.66474 -0.19562 0.79205
O 4.41055 -1.31550 0.40934
C 2.54731 -0.66925 1.77074
O 1.83178 0.43572 2.34874
Nb -0.10125 0.79212 1.63936
I -0.72900 1.63011 4.33511
C 0.54355 2.92567 1.04302
C 1.15289 3.61962 2.16102
O 1.98928 3.09662 2.97186
I 0.71179 5.73735 2.51753
C 0.32841 0.15897 -0.47008
O 0.65866 0.96626 -1.32688
O 0.23751 -1.09341 -0.74704
P -2.44823 1.33685 0.83245
C -3.70354 1.36959 2.17629
O -2.93893 0.07774 -0.16522
P -0.94407 -1.53574 2.36083
O -2.01308 -1.28192 3.40638
O 0.21332 -2.47923 3.14707
O -1.67370 -2.43797 1.19926
H 5.39098 1.23643 0.90969
H 5.05794 0.25949 2.50007
H 3.94741 1.66449 1.97747
H 3.27931 0.40352 -0.05072
H 4.90557 -1.03144 -0.38021
H 1.91224 -1.46354 1.34624
H 3.12027 -1.14956 2.60338
H 1.24937 2.99330 0.16580
H -0.35057 3.49527 0.72572
H -4.62406 0.85500 1.68107
H -4.04497 2.37903 2.48825
H -3.43682 0.76659 3.06516
H -3.87869 0.25653 -0.35889
H 0.61944 -1.83922 3.74834
H -2.42606 -2.90115 1.59655
Na -3.49186 1.87359 5.26877
C -1.14128 -2.91288 -1.77576
C -1.65206 -2.41634 -3.09859
O -2.71648 -3.30104 -3.60264
C -3.90634 -3.09632 -3.06351
O -4.10578 -2.21080 -2.22491
O -4.75018 -3.97869 -3.57216
C -6.10945 -3.97635 -3.07851
H -0.82446 -3.96855 -1.84973
H -0.28067 -2.28141 -1.43558
H -1.91366 -2.86520 -1.01077
H -0.84862 -2.43528 -3.83618
H -2.01008 -1.38984 -3.04062
H -6.54832 -2.98444 -3.14237
H -6.13667 -4.34518 -2.05796
H -6.68015 -4.65108 -3.71140
Al 3.21318 4.03318 1.58721
Cl -6.30186 0.25242 1.17582
Br 5.89603 1.42677 -0.90394
Na -1.84987 -5.36961 -4.08682
Br -5.31253 -1.90532 -0.66088
Ca 3.29248 1.59538 4.14556
F 3.29338 4.96703 -0.94208
C 6.44055 4.85548 -3.93997
O 7.21150 4.94924 -2.95150
O 5.79966 3.64056 -4.02198
O 6.21111 5.68943 -4.82462
H 6.19764 3.25800 -3.21309
```

Results
HOMO-LUMO gap (eV): 1.0138
Multiplicity: 1
E_HOMO (Eh): -0.171
LUMO (eV): -3.63


5.
Here is a structure of composition C12H24AuF5N4S2 from the Open Molecules 2025 dataset. Energies are from the ωB97M-V functional and the def2-TZVPD basis.

Structure (XYZ):
```
48
C12H24AuF5N4S2 | the Open Molecules 2025 dataset | the ωB97M-V functional and the def2-TZVPD basis
Au 0.79286 -0.11276 0.71752
F -0.06083 0.55872 3.45268
C 0.94986 -0.17939 2.80584
F 0.82417 -1.45596 3.34559
C 2.24282 0.36737 3.43869
F 3.30495 -0.36206 3.06014
F 2.46717 1.63628 3.05761
F 2.21080 0.35707 4.78439
C 0.56839 -0.83921 -3.43648
N 1.77860 -0.86491 -2.63020
C 2.10870 -2.18783 -2.13037
C 2.21492 0.23162 -1.97556
S 2.96012 0.13552 -0.45234
N 2.01157 1.42340 -2.59304
C 2.20057 2.65347 -1.84529
C 2.21978 1.56728 -4.02662
H -0.19650 -1.43244 -2.92846
H 0.74589 -1.26415 -4.42628
H 0.19510 0.17607 -3.54060
H 1.95754 -2.90136 -2.93936
H 1.46395 -2.45022 -1.28496
H 3.14147 -2.22201 -1.79694
H 1.68478 2.59180 -0.89001
H 1.77508 3.46388 -2.43640
H 3.25783 2.85700 -1.65594
H 2.33022 0.59432 -4.49688
H 3.13536 2.13911 -4.20143
H 1.38563 2.09533 -4.49224
C -2.33319 -1.73858 2.63207
N -2.42475 -1.44309 1.20357
C -2.21888 -2.61357 0.36575
C -2.10814 -0.21913 0.73281
S -1.18067 -0.03353 -0.71080
N -2.58705 0.84684 1.38298
C -2.01741 2.17195 1.19332
C -3.72631 0.79015 2.28238
H -1.55425 -2.49008 2.76999
H -3.27937 -2.11809 3.01854
H -2.01925 -0.85952 3.18670
H -2.79819 -3.42912 0.79548
H -1.16171 -2.89327 0.34131
H -2.55784 -2.42078 -0.64798
H -0.98456 2.08183 0.86702
H -2.04577 2.68432 2.15484
H -2.58634 2.73875 0.45307
H -4.31652 -0.09880 2.07223
H -4.34165 1.67110 2.09065
H -3.42897 0.79670 3.33299
```

Results
HOMO-LUMO gap (eV): 7.8063
Multiplicity: 1
E_HOMO (Eh): -0.271
LUMO (eV): 0.44